Formula: C4H15N2O
Source: the Open Molecules 2025 dataset
Level of theory: the ωB97M-V functional and the def2-TZVPD basis

The energy above the lowest of the compared OMol25 structures with the same formula, charge and spin is 15.4 kcal per mole. The calculation puts the frontier orbital gap at 0.4210 Ha. The value obtained for the HOMO energy is -14.15 eV.

```
! wB97M-V def2-TZVPD RIJCOSX def2/J DEFGRID3
* xyz 1 1
C 2.014 -0.863 0.254
N 1.068 -1.529 1.176
C 1.415 0.528 -0.096
N -0.054 0.393 -0.272
C -0.578 0.428 -1.696
C -2.108 0.331 -1.659
H 2.917 -0.636 0.808
H 2.279 -1.454 -0.613
H 1.346 -1.310 2.123
H 1.032 -2.534 1.074
H 1.603 1.166 0.763
H 1.915 0.920 -0.975
H -0.212 -0.454 0.327
H -0.542 1.127 0.239
H -0.154 -0.459 -2.143
H -0.124 1.321 -2.103
H -2.527 1.300 -1.930
H -2.500 -0.390 -2.370
H -2.428 0.046 -0.661
H -1.525 1.387 2.898
H -1.681 -0.043 2.561
O -1.156 0.725 2.294
*
```